# 1
58
Properties=species:S:1:pos:R:3:mulliken_charge:R:1 method="wB97M-V/def2-TZVPD" homo_ev=-9.150 smiles="NS(=O)(=O)c1nnc(NC(=O)CCc2ccccc2)s1.CNC(=O)[C@@H](NC(C)=O)[C@@H](C)O" gap_ev=9.3 spin_multiplicity=1
O -1.4568 -3.1538 -3.6120 -0.767
O 4.6260 2.5562 1.8268 -0.583
O -3.7577 -0.8112 0.0557 -0.723
O 2.4421 -1.0632 -4.1273 -0.678
O 0.2028 -0.3959 -3.3870 -0.615
N 3.6094 0.9076 -0.1987 -0.118
N 3.4293 0.1820 -1.3402 -0.638
O -1.2336 -1.9526 0.7146 -0.427
S 1.1185 0.3633 -0.2426 -0.061
C -2.2205 -3.5123 -2.7295 0.670
C 3.4788 2.6063 2.2351 0.470
C -4.0479 -2.0000 0.1368 0.109
C 2.5173 1.1273 0.4881 0.302
C 2.1794 -0.1701 -1.5115 0.334
C 2.8587 6.1498 -0.8119 -0.421
C 1.6286 5.6175 -0.4176 -0.653
C 3.9028 6.2524 0.1114 -0.607
C 1.4468 5.1759 0.8956 -0.355
C 3.7205 5.8122 1.4264 -0.218
C 2.4940 5.2578 1.8259 0.787
N 2.4388 1.8955 1.6577 0.046
N -5.1662 -2.3561 0.7764 -0.132
N -2.5368 -2.6897 -1.7293 0.152
N 1.1622 -2.5342 -2.6378 -0.457
C -2.7890 -4.9165 -2.7692 -1.159
C -5.6500 -3.7073 1.0609 -0.833
C 3.2398 3.4831 3.4673 -0.800
C 2.3138 4.6873 3.2123 -1.119
C -0.9057 -4.2671 0.2807 -1.413
C -3.0729 -3.0583 -0.4023 -0.693
C -1.9256 -3.1793 0.6181 0.464
S 1.5036 -0.9522 -3.0067 1.290
H -1.8935 -1.2457 0.6684 0.406
H 3.0066 6.4795 -1.8361 0.379
H 0.8187 5.5416 -1.1373 0.381
H 4.8618 6.6587 -0.1965 0.367
H 0.4867 4.7562 1.1780 0.358
H 4.5491 5.8717 2.1260 0.333
H 1.5227 2.0349 2.0591 0.230
H -5.7285 -1.5812 1.1000 0.318
H -2.1671 -1.7523 -1.8185 0.337
H 1.8987 -3.0594 -3.0869 0.320
H 0.2704 -2.7113 -3.1066 0.236
H -2.5319 -5.3663 -3.7281 0.347
H -2.3585 -5.5125 -1.9691 0.244
H -3.8720 -4.8718 -2.6766 0.328
H -4.9008 -4.2729 1.6190 0.259
H -6.5579 -3.6487 1.6652 0.338
H -5.8873 -4.2275 0.1306 0.283
H 4.2105 3.8589 3.8060 0.349
H 2.8333 2.8664 4.2723 0.417
H 2.5119 5.4660 3.9563 0.359
H 1.2743 4.3712 3.3446 0.400
H -1.4008 -5.2340 0.2062 0.299
H -0.1623 -4.3148 1.0762 0.416
H -0.3940 -4.0378 -0.6538 0.252
H -3.5845 -4.0151 -0.4583 0.636
H -2.3565 -3.4080 1.5937 0.253



# 2
57
Properties=species:S:1:pos:R:3:mulliken_charge:R:1 method="wB97M-V/def2-TZVPD" charge=-1 homo_ev=-2.669 gap_ev=4.2 spin_multiplicity=1
Rb 28.1913 -18.9009 0.6619 1.226
C 26.7262 -23.7330 0.7612 -0.621
C 27.1115 -24.8938 0.0324 0.437
C 28.0983 -24.7338 -1.1357 0.421
O 28.5090 -25.7394 -1.7151 -0.729
C 28.5970 -23.4281 -1.4167 -0.757
C 28.2204 -22.3043 -0.6933 0.321
C 27.1248 -22.4580 0.4028 0.562
O 26.6113 -21.4021 0.8662 -0.872
O 28.6554 -21.1393 -0.9210 -0.740
O 26.6575 -26.0121 0.2676 -0.722
H 25.9405 -23.7841 1.5071 0.365
H 29.3846 -23.3131 -2.1527 0.358
C 30.3780 -22.1865 2.1803 -0.485
S 30.0481 -20.8590 3.3491 0.322
O 30.0041 -19.5445 2.6406 -0.645
C 28.3633 -21.3377 3.7185 -0.507
H 30.7648 -23.0523 2.7118 0.423
H 31.0891 -21.8486 1.4291 0.330
H 29.4479 -22.4273 1.6585 -0.168
H 27.6852 -21.1443 2.8804 0.109
H 28.0624 -20.7277 4.5760 0.131
H 28.3645 -22.3781 4.0403 0.416
C 26.7864 -16.9046 -3.3601 -0.700
S 26.0777 -16.5170 -1.7566 0.417
O 27.0745 -17.0161 -0.7929 -0.451
C 26.3179 -14.7383 -1.8393 -0.829
H 26.1085 -16.6403 -4.1729 0.404
H 26.9191 -17.9847 -3.3934 0.335
H 27.7402 -16.3839 -3.4193 -0.007
H 25.7890 -14.3199 -0.9845 0.311
H 25.8393 -14.3273 -2.7308 0.407
H 27.3856 -14.5284 -1.8345 0.097
O 27.8218 -17.2471 3.1348 -0.506
C 27.8991 -17.3183 4.3218 0.414
O 26.8282 -17.0775 5.1261 -0.385
C 27.2266 -17.0699 6.5154 -0.443
C 28.5328 -17.8789 6.5631 -0.498
C 29.1220 -17.6015 5.1685 0.110
H 26.4097 -17.5356 7.0565 0.327
H 27.4144 -16.0370 6.8080 0.250
H 28.3418 -18.9346 6.7326 0.235
H 29.1921 -17.4585 7.3213 0.324
H 29.6728 -18.4528 4.7849 -0.210
H 29.7391 -16.7039 5.1726 0.341
O 30.5396 -17.2373 -0.1608 -0.513
C 30.9403 -16.3878 -0.8827 0.218
O 30.1592 -15.8563 -1.8734 -0.159
C 30.9182 -15.0387 -2.7561 -0.483
C 32.3908 -15.1105 -2.3034 -0.576
C 32.2846 -15.6998 -0.8968 -0.383
H 30.5256 -14.0204 -2.6821 0.308
H 30.7870 -15.3697 -3.7847 0.326
H 32.8589 -14.1313 -2.2796 0.283
H 32.9176 -15.8068 -2.9512 0.278
H 32.2681 -14.9691 -0.0871 0.270
H 33.0597 -16.4308 -0.6800 0.319



# 3
50
Properties=species:S:1:pos:R:3:mulliken_charge:R:1 method="wB97M-V/def2-TZVPD" homo_ev=-8.711 smiles="O=C1C[C@@H](c2ccccc2)CO1.CCOC(C)=O.CCOC(C)=O" gap_ev=9.4 spin_multiplicity=1 de_lowest_kcal_mol=73.3
O -3.6260 2.6096 2.2717 -0.528
C -3.0680 3.5175 1.7469 0.661
C -1.9158 4.3985 2.4287 -0.791
C -0.9955 4.4881 1.1210 -0.083
C -0.4241 3.0358 1.0275 0.468
C -0.8260 2.0844 -0.0225 -0.044
C -0.2954 0.7299 -0.0445 -0.829
C 0.6380 0.3654 1.0095 -0.570
C 1.1010 1.2671 2.0470 -0.834
C 0.5562 2.6291 2.0469 -0.293
C -2.1890 4.8786 0.1490 -0.748
O -3.2626 3.9616 0.4233 -0.393
H -2.2452 5.3891 2.8506 0.314
H -1.5504 3.7616 3.2691 0.346
H -0.2100 5.2840 1.1895 0.449
H -1.5722 2.4829 -0.7538 0.245
H -0.6554 0.0395 -0.8387 0.639
H 1.0229 -0.6763 1.0206 0.500
H 1.8309 0.9693 2.8265 0.363
H 0.8604 3.3853 2.8033 0.379
H -1.9441 5.1521 -0.9023 0.336
H -2.5712 5.8277 0.6378 0.395
O 3.3104 -0.1886 -0.5949 -0.513
C 3.3735 -0.4684 -1.7636 0.835
O 2.2595 -0.4335 -2.5188 -0.374
C 2.2521 -0.5626 -3.9455 -0.413
C 2.2363 -2.0189 -4.3632 -0.975
C 4.6633 -0.9457 -2.3780 -1.115
H 3.0783 -0.0062 -4.3929 0.352
H 1.3349 -0.0805 -4.2869 0.331
H 3.1320 -2.5445 -4.0279 0.271
H 2.1711 -2.1064 -5.4493 0.365
H 1.3825 -2.5320 -3.9174 0.302
H 4.7752 -2.0136 -2.1887 0.265
H 5.4872 -0.4093 -1.9079 0.323
H 4.7415 -0.7536 -3.4461 0.347
O -0.1006 -5.5019 0.0017 -0.571
C -0.7587 -4.7884 0.7141 0.744
O -1.9270 -4.2926 0.2677 -0.367
C -2.8709 -3.5951 1.0916 -0.516
C -2.5244 -2.1247 1.1932 -0.689
C -0.2520 -4.3666 2.0687 -0.785
H -2.9658 -4.0726 2.0690 0.374
H -3.8387 -3.7042 0.6001 0.313
H -1.5532 -1.9708 1.6668 0.128
H -3.2790 -1.5897 1.7725 0.394
H -2.4648 -1.6798 0.1985 0.241
H 0.4164 -3.5132 1.9502 0.140
H 0.3018 -5.1987 2.5030 0.299
H -1.0394 -4.1185 2.7772 0.312